[1]
Computed, not measured: a cluster of 7 separate species, C14H42O7 in total, with ωB97M-V/def2-TZVPD.

Summary:
SMILES = CCO.CCO.CCO.CCO.CCO.CCO.CCO
calculated total energy = -1085.1400 a.u.
highest occupied orbital energy = -10.19 eV
relative energy (zero: lowest compared OMol25 entry of this formula, charge and spin) = 76.3 kcal per mole

Atoms and positions in Å:
C1 5.761134 -6.049118 -1.229312
C2 4.640034 -5.006438 -1.545482
O1 5.266644 -3.794538 -1.958432
H1 5.431124 -6.943358 -0.700612
H2 6.508794 -5.751928 -0.493932
H3 6.317854 -6.254548 -2.143612
H4 4.036614 -4.894738 -0.644652
H5 3.967994 -5.440258 -2.285922
H6 4.712224 -3.365468 -2.614262
C3 2.919314 2.881932 0.107168
C4 2.744384 4.307362 -0.298432
O2 1.435294 4.636002 -0.680382
H7 3.932124 2.539862 0.320018
H8 2.460414 2.175402 -0.584442
H9 2.309364 2.697342 0.991468
H10 3.418004 4.661622 -1.078722
H11 3.007364 4.889352 0.584868
H12 1.434144 5.491912 -1.115152
C5 -2.656016 -1.220638 0.436058
C6 -3.352836 0.128912 0.341938
O3 -3.002506 0.653462 -0.889462
H13 -2.966996 -1.753238 1.334798
H14 -1.580316 -1.055728 0.497468
H15 -2.853306 -1.841128 -0.438102
H16 -3.029716 0.811092 1.128278
H17 -4.435556 0.008762 0.378898
H18 -2.167446 1.125312 -0.849132
C7 -8.899846 -2.327938 -5.655672
C8 -8.022926 -1.534658 -4.708642
O4 -6.762436 -1.206628 -5.270492
H19 -9.108916 -1.775098 -6.571512
H20 -9.876516 -2.689748 -5.334242
H21 -8.351396 -3.227808 -5.934142
H22 -7.967316 -2.056988 -3.753562
H23 -8.613746 -0.670428 -4.405102
H24 -6.232086 -0.750508 -4.613012
C9 0.550254 1.300332 -6.494652
C10 0.805254 -0.239028 -6.531322
O5 2.223704 -0.398688 -6.456172
H25 1.055294 1.751042 -5.640312
H26 -0.531446 1.422472 -6.438932
H27 0.856894 1.721162 -7.452242
H28 0.427994 -0.674148 -7.456762
H29 0.349254 -0.770618 -5.696112
H30 2.602774 0.114462 -7.173502
C11 -0.883246 4.990362 6.559058
C12 -1.583346 5.922572 7.570158
O6 -2.505756 5.124982 8.241698
H31 -1.609486 4.445812 5.955618
H32 -0.213416 4.283982 7.049418
H33 -0.323326 5.640802 5.887108
H34 -2.162396 6.685712 7.050148
H35 -0.839416 6.311612 8.265378
H36 -2.982576 5.770922 8.768008
C13 4.599644 -2.784188 5.518428
C14 3.492894 -1.883778 6.092558
O7 2.754234 -2.611768 7.107908
H37 4.243984 -3.678328 5.006438
H38 5.432354 -2.953078 6.201198
H39 5.036764 -2.291998 4.649658
H40 2.833104 -1.546888 5.293008
H41 3.956264 -0.996928 6.524868
H42 1.990774 -2.054208 7.274818

Cartesian forces, eV/Å:
-0.03 0.51 0.10
1.17 -1.22 0.88
-0.33 -0.34 0.02
-0.67 -0.30 -0.73
-0.03 1.03 -0.12
-0.14 -0.38 0.04
-0.04 0.47 0.14
0.12 0.18 -0.35
-0.04 0.06 0.01
-1.21 -1.25 0.00
1.14 1.24 0.31
-0.97 -0.55 -0.10
0.04 0.45 -0.12
0.28 0.10 -0.55
0.17 0.17 0.38
0.34 -0.46 -0.19
0.13 0.32 0.19
0.07 -0.04 0.06
-0.07 -0.04 0.84
0.54 -0.95 0.36
-0.23 1.16 -1.74
0.05 -0.18 0.05
0.08 -0.08 -0.01
-0.15 0.14 0.02
-0.18 -0.12 0.37
-0.03 0.14 -0.03
-0.01 -0.05 0.14
0.73 -0.57 -1.06
-1.46 0.24 0.94
-0.50 -0.34 -0.19
0.23 0.13 -0.06
0.15 0.38 0.79
0.04 -0.09 -0.24
0.62 -0.50 0.01
0.25 0.74 -0.28
-0.06 0.02 0.09
-0.96 -1.63 -0.21
0.81 1.59 -0.07
-0.06 -0.75 0.19
-0.08 0.02 -0.17
-0.06 0.44 0.19
0.25 0.20 0.15
-0.17 -0.02 -0.08
0.20 0.13 0.07
0.07 0.01 -0.05
-0.11 1.08 0.04
0.72 -1.32 -1.38
-0.83 -0.12 1.08
-0.08 0.02 0.15
-0.06 0.08 0.02
0.31 -0.23 -0.12
0.52 0.48 -0.15
0.03 0.46 -0.06
-0.49 -0.45 0.42
-0.17 0.71 -0.80
0.59 -1.11 0.18
0.37 0.68 -0.82
-0.29 -0.37 0.81
-0.34 -0.33 0.15
0.18 0.61 0.08
-0.16 -0.12 -0.07
0.02 0.10 0.14
-0.21 -0.16 0.32



[2]
Computed, not measured: a cluster of 7 separate species, C14H43BF4N3O8PS2 in total, with ωB97M-V/def2-TZVPD.

Summary:
calculated total energy = -2887.0658 a.u.
highest occupied orbital energy = -13.60 eV
net charge = +2

Atoms and positions in Å:
N1 3.077767 0.129288 4.234012
H1 2.455818 0.875521 4.510473
H2 3.442842 -0.169571 5.127040
H3 3.861375 0.305585 3.621664
H4 2.593163 -0.589291 3.715460
N2 2.852755 -2.018428 0.307180
H5 2.670776 -1.157682 -0.188910
H6 2.515011 -2.791384 -0.248302
H7 2.572838 -2.037350 1.277433
H8 3.862712 -2.020571 0.298150
N3 4.975594 1.712680 0.159289
H9 5.580838 1.738626 -0.648862
H10 5.206457 0.778030 0.464608
H11 3.984701 1.805296 -0.012930
H12 5.418914 2.379114 0.775269
B1 1.653292 1.185344 0.355921
F1 0.435698 1.478781 -0.226943
F2 2.369185 0.381694 -0.448635
F3 2.470494 2.321685 0.372101
F4 1.552189 0.702753 1.579698
C1 -1.390073 -0.593220 1.476229
C2 -1.397719 -2.193217 1.276487
C3 -2.374147 -2.884464 2.263755
S1 -3.699207 -1.647370 2.501946
O1 -3.653642 -1.388972 3.903811
O2 -4.936535 -2.041857 1.850242
C4 -2.781736 -0.104256 1.708446
H13 -0.844995 -0.126580 0.655723
H14 -0.727615 -0.420056 2.324325
H15 -0.444538 -2.602404 1.611308
H16 -1.509939 -2.410604 0.214298
H17 -1.819356 -3.073239 3.182811
H18 -2.848700 -3.809307 1.935760
H19 -2.681559 0.727254 2.406051
H20 -3.264653 0.197910 0.779146
C5 -1.100732 4.590407 2.259932
C6 -1.688080 4.969914 3.695662
C7 -0.836358 4.246351 4.763333
S2 -0.714339 2.564093 4.051800
O3 -1.995323 1.889100 4.373070
O4 0.591307 1.935130 4.429488
C8 -0.675077 3.150701 2.266602
H21 -0.427881 5.358638 1.878893
H22 -1.979835 4.754828 1.636833
H23 -2.729959 4.713343 3.887409
H24 -1.475137 6.038905 3.698932
H25 -1.148334 4.206619 5.806977
H26 0.191687 4.465170 4.474650
H27 -1.127565 2.467598 1.547767
H28 0.410623 3.237337 2.223561
C9 -1.573246 0.773701 -2.560294
C10 -0.936014 -0.592753 -2.197650
O5 -0.310391 -1.041020 -3.376053
P1 0.435140 -2.502858 -3.410418
O6 0.803954 -3.162268 -2.103301
O7 -0.671700 -3.389745 -4.288609
C11 -1.864126 -3.780657 -3.579297
C12 -3.188531 -3.155420 -4.364963
O8 1.657958 -2.140664 -4.454143
C13 1.290520 -1.588443 -5.762497
C14 2.218255 -0.467376 -6.044899
H29 -2.657046 0.707978 -2.656051
H30 -1.337649 1.425761 -1.719213
H31 -1.092150 1.198388 -3.441359
H32 -0.151440 -0.618830 -1.441437
H33 -1.706050 -1.322324 -1.946902
H34 -2.029762 -4.857869 -3.562808
H35 -1.890313 -3.641567 -2.498536
H36 -4.047783 -3.793971 -4.159946
H37 -3.476374 -2.236348 -3.854515
H38 -2.986565 -2.897985 -5.404691
H39 1.286060 -2.387447 -6.503901
H40 0.298941 -1.148765 -5.870011
H41 2.461107 0.346829 -5.362121
H42 3.075491 -0.917905 -6.545159
H43 1.918712 -0.036315 -7.000190

Cartesian forces, eV/Å:
0.64 -0.82 0.09
-1.05 1.37 -0.83
0.26 -0.91 0.39
0.22 1.23 0.15
-0.97 -0.34 0.55
1.46 -0.57 0.02
-1.32 1.18 -0.15
-0.67 -0.77 -0.38
-0.75 0.00 -0.06
0.57 -0.74 0.00
2.74 -1.02 -0.29
-0.27 0.53 -1.20
-0.27 -0.34 0.71
-1.57 0.85 -0.11
-0.49 0.53 0.63
-2.24 2.98 -1.51
0.21 -0.01 0.30
1.93 -2.94 -2.31
0.83 1.72 0.49
0.04 -1.67 3.11
1.09 -2.41 0.00
0.37 0.54 0.35
-0.06 0.97 -1.41
0.29 0.66 -0.19
-0.49 0.34 0.95
1.46 0.61 0.17
-0.39 -0.91 -0.07
-0.50 -0.05 -0.21
-0.32 0.21 0.45
0.49 0.18 -0.51
-0.34 -0.28 0.14
-0.61 0.31 0.23
0.12 0.15 -0.26
-1.03 -0.28 0.32
-0.25 -0.17 0.13
-3.27 0.50 0.88
1.38 0.11 0.09
0.74 -0.85 -2.50
-2.33 -0.54 0.97
2.43 0.39 -0.82
-1.24 0.38 -0.69
1.90 0.18 1.20
0.65 -0.52 0.45
0.01 -0.35 -0.34
-0.03 0.26 -0.58
-0.63 0.05 0.76
0.28 0.11 -0.23
0.41 0.93 1.28
0.17 -0.02 0.36
0.18 -0.85 -0.84
0.70 -0.41 1.42
-0.81 0.32 -0.43
1.64 -2.13 -0.72
-1.04 -0.07 -1.82
0.15 1.64 -1.49
1.93 0.87 1.81
-2.93 -0.03 -1.56
1.70 -0.02 2.37
-2.44 -1.16 1.51
-0.82 0.63 0.34
1.47 -0.31 -2.85
0.18 -0.03 -0.25
-0.29 0.30 -0.12
-0.18 -0.17 -0.02
-0.37 0.60 0.40
-0.15 0.08 0.39
0.72 -0.22 -0.86
0.40 1.11 -0.01
0.20 -0.33 -0.61
0.22 0.32 -0.09
-0.03 -0.57 0.10
0.57 -0.01 0.12
-0.47 -0.48 1.13
-0.31 -0.57 0.29
1.12 0.06 1.11
-0.93 0.67 0.16



> The highest highest occupied orbital energy belongs to which entry?

C14H42O7



> Number 2 is which compound?

C14H43BF4N3O8PS2



> Among the records above, which one has the highest calculated total energy?

C14H42O7